Computed, not measured: the molecule C10H13NO3 in a non-equilibrium geometry, with the ωB97M-V functional and the def2-TZVPD basis.

Each line ends with the natural charge from an NBO analysis.
Atoms and positions in Å:
C: -3.46 1.28 -0.03  -0.307
C: -3.54 0.06 -0.78  -0.304
C: -2.24 1.18 0.61  0.460
C: -2.41 -0.73 -0.54  0.445
C: 1.77 -1.56 1.06  -0.414
C: 2.93 -1.15 0.16  -0.420
C: 0.45 -1.39 0.43  -0.347
C: 2.81 0.37 -0.15  -0.259
C: -0.27 -0.31 0.68  -0.046
C: 2.25 0.98 -1.18  0.115
N: -1.55 0.02 0.30  -0.422
O: -1.76 2.09 1.68  -0.682
O: -1.94 -1.90 -1.01  -0.617
O: 2.14 2.40 -1.04  -0.705
H: -4.18 2.07 0.07  0.233
H: -4.40 -0.16 -1.32  0.219
H: 1.95 -2.64 1.30  0.206
H: 1.97 -0.92 2.01  0.193
H: 3.79 -1.11 0.84  0.206
H: 3.14 -1.75 -0.83  0.206
H: 0.08 -2.34 0.00  0.212
H: 3.19 1.07 0.55  0.202
H: 0.20 0.47 1.23  0.212
H: 2.01 0.61 -2.06  0.160
H: -2.17 2.97 1.53  0.489
H: -2.77 -2.34 -1.54  0.500
H: 2.04 2.73 -1.96  0.466

Computed properties:
- max |F| (eV Å⁻¹) = 5.4
- net charge = 0
- 2S+1 = 3
- E_tot (Ha) = -669.05962

---

Computed, not measured: the molecule C10H13NOS, with the ωB97M-V functional and the def2-TZVPD basis.

Each line ends with the natural charge from an NBO analysis.
Atoms and positions in Å:
N: -0.50 1.00 1.84  -0.826
C: -1.50 0.16 1.51  0.682
O: -2.09 -0.50 2.34  -0.617
C: -1.86 0.09 0.04  -0.309
C: -1.93 1.42 -0.72  -0.397
H: -2.81 2.00 -0.45  0.223
H: -1.05 2.04 -0.50  0.194
C: -1.94 1.00 -2.19  -0.411
H: -1.44 1.74 -2.82  0.209
H: -2.97 0.91 -2.54  0.209
C: -1.24 -0.37 -2.26  -0.403
H: -0.35 -0.34 -2.88  0.215
H: -1.91 -1.11 -2.68  0.216
C: -0.88 -0.76 -0.81  -0.227
C: 0.55 -0.50 -0.48  -0.071
C: 1.28 -1.29 0.35  -0.397
S: 2.89 -0.73 0.58  0.441
C: 2.60 0.60 -0.47  -0.408
C: 1.33 0.60 -0.95  -0.290
H: 0.96 1.34 -1.63  0.226
H: 3.38 1.30 -0.67  0.237
H: 0.96 -2.18 0.86  0.241
H: -1.07 -1.82 -0.63  0.229
H: -2.84 -0.39 -0.01  0.233
H: 0.10 1.42 1.15  0.398
H: -0.19 1.01 2.80  0.404

Computed properties:
- max |F| (eV Å⁻¹) = 0.6
- net charge = 0
- E_tot (Ha) = -917.05957

---

Computed, not measured: a cluster of 2 separate species, C10H13O2 in total in a non-equilibrium geometry, with the ωB97M-V functional and the def2-TZVPD basis.

Each line ends with the natural charge from an NBO analysis.
Atoms and positions in Å:
C: -2.56 0.01 0.53  -0.543
C: -2.38 1.52 0.72  -0.606
C: -2.67 -0.13 -1.09  0.786
O: -3.45 0.62 -1.66  -0.761
O: -2.02 -1.05 -1.62  -0.799
H: -1.58 -0.38 0.67  0.196
H: -3.39 -0.59 0.98  0.203
H: -1.40 1.83 0.30  0.205
H: -2.31 1.67 1.77  0.172
H: -3.31 2.15 0.38  0.216
C: 0.70 -1.80 -1.41  -0.746
C: 2.02 -0.21 1.69  -0.184
C: 2.75 0.93 1.22  -0.274
C: 1.34 -1.10 0.88  -0.262
C: 1.34 -0.89 -0.50  0.052
C: 2.74 1.10 -0.13  -0.193
C: 1.96 0.30 -0.96  -0.238
H: 2.23 -0.55 2.72  0.190
H: 3.17 1.60 1.81  0.192
H: 0.66 -1.60 1.47  0.217
H: 3.08 2.10 -0.66  0.192
H: -0.41 -1.43 -1.42  0.360
H: 0.78 -2.83 -1.18  0.206
H: 1.86 0.54 -1.99  0.205
H: 0.84 -1.79 -2.53  0.212

Computed properties:
- max |F| (eV Å⁻¹) = 5.4
- net charge = -1
- E_tot (Ha) = -539.31318

---

Computed, not measured: a cluster of 2 separate species, C10H13O2 in total in a non-equilibrium geometry, with the ωB97M-V functional and the def2-TZVPD basis.

Each line ends with the natural charge from an NBO analysis.
Atoms and positions in Å:
C: 0.90 -0.34 -2.56  -0.509
C: -0.62 -0.28 -2.79  -0.618
C: 1.41 -1.80 -2.76  0.757
O: 0.85 -2.65 -2.03  -0.803
O: 2.33 -1.95 -3.59  -0.787
H: 1.42 0.32 -3.26  0.186
H: 1.20 -0.03 -1.54  0.187
H: -0.98 0.70 -2.48  0.173
H: -1.08 -1.12 -2.29  0.224
H: -0.75 -0.29 -3.88  0.194
C: -2.19 0.16 0.63  -0.640
C: 0.66 1.88 2.53  -0.219
C: 1.42 0.80 2.93  -0.237
C: -0.52 1.67 1.83  -0.226
C: -0.94 0.39 1.48  0.012
C: 1.04 -0.49 2.56  -0.189
C: -0.14 -0.69 1.85  -0.210
H: 1.00 2.91 2.60  0.205
H: 2.34 0.92 3.47  0.204
H: -1.13 2.51 1.52  0.197
H: 1.58 -1.39 2.83  0.211
H: -1.80 -0.28 -0.28  0.254
H: -2.66 1.12 0.39  0.201
H: -0.47 -1.68 1.59  0.220
H: -2.89 -0.40 1.25  0.212

Computed properties:
- max |F| (eV Å⁻¹) = 1.7
- net charge = -1
- E_tot (Ha) = -539.37783

---

Computed, not measured: a cluster of 3 separate species, C10H13O2S in total in a non-equilibrium geometry, with the ωB97M-V functional and the def2-TZVPD basis.

Each line ends with the natural charge from an NBO analysis.
Atoms and positions in Å:
C: 0.22 -1.89 -0.62  -0.346
C: -0.66 -2.15 0.42  -0.213
C: -0.11 -1.08 -1.63  -0.201
C: -1.88 -1.42 0.57  -0.251
C: -1.37 -0.58 -1.65  -0.280
C: -2.24 -0.63 -0.53  -0.065
C: -3.44 0.13 -0.45  -0.643
C: 2.00 0.21 1.97  -0.664
C: 3.21 1.14 -0.01  -0.427
C: 2.16 0.46 0.49  -0.149
O: -0.59 3.18 -1.65  -0.921
O: -0.50 2.96 0.78  -0.916
S: -0.91 2.37 -0.49  1.527
H: 1.26 -2.21 -0.48  0.197
H: -0.49 -2.67 1.30  0.187
H: 0.62 -0.95 -2.52  0.201
H: -2.44 -1.58 1.47  0.194
H: -1.80 0.01 -2.44  0.205
H: -4.20 0.07 0.26  0.179
H: 2.13 1.18 2.44  0.221
H: 1.01 -0.18 2.04  0.232
H: 2.74 -0.46 2.44  0.201
H: -3.46 0.94 -1.13  0.165
H: 3.31 1.52 -1.06  0.193
H: 4.13 1.30 0.55  0.169
H: 1.31 0.29 -0.07  0.205

Computed properties:
- max |F| (eV Å⁻¹) = 4.2
- net charge = -1
- E_tot (Ha) = -937.43092

---

Computed, not measured: a cluster of 2 separate species, C10H13O3 in total in a non-equilibrium geometry, with the ωB97M-V functional and the def2-TZVPD basis.

Each line ends with the natural charge from an NBO analysis.
Atoms and positions in Å:
C: -0.93 -2.16 0.24  -0.514
C: 0.05 -3.29 0.55  -0.602
C: -1.56 -1.58 1.51  0.821
O: -2.73 -1.47 1.76  -0.590
O: -0.61 -1.34 2.44  -0.776
H: -0.53 -1.31 -0.31  0.251
H: -1.71 -2.64 -0.36  0.202
H: 0.84 -2.96 1.23  0.228
H: 0.60 -3.59 -0.35  0.192
H: -0.43 -4.22 0.78  0.197
C: 1.39 1.79 -2.71  -0.614
C: 1.09 1.34 1.02  -0.360
C: 1.58 1.34 -0.27  -0.195
C: -0.30 1.52 1.32  0.392
C: 0.76 1.52 -1.39  -0.173
C: -1.11 1.90 0.16  -0.331
C: -0.56 1.93 -1.10  -0.200
O: -0.87 1.29 2.43  -0.793
H: 1.76 1.10 1.83  0.191
H: 2.65 1.22 -0.35  0.182
H: -0.57 -0.41 2.74  0.537
H: -2.12 2.27 0.24  0.199
H: 2.21 1.09 -2.94  0.199
H: 1.67 2.81 -2.99  0.188
H: -1.22 2.19 -1.93  0.179
H: 0.65 1.67 -3.54  0.191

Computed properties:
- max |F| (eV Å⁻¹) = 2.1
- net charge = -1
- E_tot (Ha) = -614.61882

---

Computed, not measured: a cluster of 2 separate species, C10H13O3 in total in a non-equilibrium geometry, with the ωB97M-V functional and the def2-TZVPD basis.

Each line ends with the natural charge from an NBO analysis.
Atoms and positions in Å:
C: 0.83 2.70 -0.30  -0.637
C: 0.28 0.32 -0.85  -0.159
C: 1.17 1.38 -0.90  -0.066
C: 0.56 -0.86 -1.54  -0.287
C: 1.81 -1.00 -2.11  0.297
C: 2.42 1.18 -1.50  -0.189
C: 2.77 0.00 -2.11  -0.278
O: 2.14 -2.16 -2.79  -0.697
H: -0.64 0.49 -0.31  0.233
H: -0.18 -1.66 -1.56  0.230
H: 1.33 3.60 -0.65  0.211
H: 1.03 2.77 0.78  0.218
H: 3.03 2.08 -1.57  0.197
H: 1.57 -2.90 -2.55  0.481
H: 3.71 -0.22 -2.60  0.220
H: -0.26 2.80 -0.22  0.222
C: -2.36 -0.67 1.49  -0.536
C: -1.34 -0.07 2.45  -0.648
C: -2.93 -2.09 2.07  0.788
O: -3.14 -2.02 3.29  -0.794
O: -3.11 -2.99 1.24  -0.776
H: -3.18 0.03 1.34  0.182
H: -2.00 -0.84 0.47  0.170
H: -1.11 0.97 2.26  0.175
H: -0.56 -0.77 2.75  0.208
H: -1.82 -0.06 3.42  0.237

Computed properties:
- max |F| (eV Å⁻¹) = 2.4
- net charge = -1
- E_tot (Ha) = -614.61085

---

Computed, not measured: the ion C10H13O4P with charge -2 in a non-equilibrium geometry, with the ωB97M-V functional and the def2-TZVPD basis.

Each line ends with the natural charge from an NBO analysis.
Atoms and positions in Å:
C: -0.46 -1.02 2.21  -0.191
C: -1.64 -1.10 1.63  -0.205
C: 0.83 -0.63 1.50  -0.202
C: -1.66 -0.75 0.25  -0.059
C: -1.84 1.69 0.33  0.744
C: 1.05 0.35 0.66  -0.559
C: -1.29 0.38 -0.29  -0.066
C: -1.78 -2.11 -0.56  -0.651
C: -1.10 0.42 -1.82  -0.658
C: 2.92 1.82 -0.83  -1.030
O: -2.54 2.23 -0.55  -0.784
O: 3.05 -0.97 -0.95  -1.186
O: -1.68 1.96 1.53  -0.761
O: 3.77 0.25 1.18  -1.196
P: 2.80 0.14 0.04  2.158
H: -0.20 -1.55 3.23  0.164
H: -2.41 -1.60 2.18  0.184
H: 1.45 -1.55 1.55  0.189
H: 0.59 1.28 0.77  0.243
H: -2.55 -2.09 -1.33  0.186
H: -1.94 -3.06 0.01  0.195
H: -0.91 -2.10 -1.15  0.227
H: -1.98 0.97 -2.37  0.226
H: -1.06 -0.60 -2.29  0.191
H: -0.36 1.16 -1.91  0.223
H: 2.87 1.76 -1.92  0.201
H: 2.11 2.46 -0.46  0.209
H: 3.94 2.26 -0.61  0.206

Computed properties:
- max |F| (eV Å⁻¹) = 4.4
- net charge = -2
- E_tot (Ha) = -1031.12240

---

The lowest max |F| belongs to which entry?
C10H13NOS

---

Look up the max |F| of the fourth one.
1.7 eV Å⁻¹